{"formula": "C24H38MgN3O3S", "method": "wB97M-V/def2-TZVPD", "symbols": ["Mg", "C", "C", "C", "C", "C", "C", "C", "C", "C", "C", "H", "H", "H", "H", "H", "H", "H", "H", "H", "H", "H", "H", "H", "H", "C", "S", "O", "C", "C", "C", "C", "C", "C", "H", "H", "H", "H", "H", "H", "H", "H", "C", "O", "C", "O", "H", "H", "H", "C", "N", "C", "C", "N", "N", "C", "C", "H", "H", "H", "H", "H", "H", "H", "H", "H", "H", "H", "H", "H"], "coordinates": [[0.146, 0.188, 0.315], [-0.356, -2.568, -2.962], [0.800, -3.211, -2.186], [0.281, -4.352, -1.318], [1.579, -2.163, -1.415], [1.546, -2.051, -0.023], [2.311, -1.088, 0.646], [3.149, -0.217, -0.057], [4.001, 0.798, 0.656], [3.185, -0.339, -1.442], [2.416, -1.282, -2.104], [-0.883, -3.321, -3.551], [-0.007, -1.790, -3.646], [-1.067, -2.122, -2.263], [1.499, -3.632, -2.913], [-0.483, -3.996, -0.621], [1.081, -4.825, -0.745], [-0.177, -5.114, -1.950], [0.946, -2.735, 0.565], [2.298, -1.066, 1.731], [5.050, 0.496, 0.644], [3.700, 0.914, 1.698], [3.948, 1.776, 0.172], [3.829, 0.319, -2.015], [2.482, -1.352, -3.185], [-3.413, -2.691, 0.587], [-2.673, -1.112, 0.971], [-1.294, -1.227, 0.312], [-2.403, -1.331, 2.715], [-1.568, -2.339, 3.180], [-1.323, -2.434, 4.539], [-1.913, -1.524, 5.415], [-2.737, -0.515, 4.936], [-2.981, -0.409, 3.575], [-2.718, -3.487, 0.847], [-3.620, -2.694, -0.481], [-4.340, -2.788, 1.152], [-1.103, -3.032, 2.488], [-0.680, -3.216, 4.920], [-1.719, -1.601, 6.478], [-3.175, 0.202, 5.617], [-3.578, 0.403, 3.180], [0.881, 1.425, 3.901], [-0.294, 1.871, 3.240], [-0.568, 1.358, 2.031], [-1.654, 1.687, 1.538], [0.600, 0.843, 4.776], [1.454, 2.295, 4.214], [1.479, 0.807, 3.231], [-1.032, 2.260, -3.839], [-0.977, 2.172, -2.379], [-1.719, 1.053, -1.833], [0.169, 2.543, -1.737], [0.775, 1.767, -0.868], [0.669, 3.762, -2.079], [-0.188, 4.877, -2.483], [2.004, 4.135, -1.645], [-0.743, 1.304, -4.289], [-0.362, 3.026, -4.214], [-2.047, 2.498, -4.155], [-2.676, 0.985, -2.350], [-1.927, 1.230, -0.777], [-1.212, 0.094, -2.006], [1.480, 2.301, -0.374], [-1.224, 4.560, -2.523], [0.109, 5.263, -3.459], [-0.107, 5.683, -1.754], [2.045, 4.391, -0.580], [2.317, 5.012, -2.207], [2.711, 3.328, -1.847]], "e_tot_ev": -52394.0719, "e_homo_ev": -10.3, "total_charge": 1, "orbital_gap_ev": 8.43, "relative_energy_kcal_mol": 0.0, "largest_force_ev_per_a": 0.86, "e_lumo_ev": -1.9}